The following is a quantum chemistry calculation of a cluster of 2 separate species, C4H10NS in total, from the OMol25 dataset.

Computed properties:
DFT total energy: -611.0482 a.u.
spin multiplicity: 1
HOMO energy: -13.4 eV
net charge: +1
energy relative to the best compared isomer or geometry (same formula, charge and spin): 34.54 kcal/mol
maximum force: 0.912 eV/A
Kohn-Sham gap: 8.2709 eV

Positions of all 16 atoms, in Å:
S 0.65868 1.40073 -1.35602
N 0.12122 -0.78105 1.00775
C -1.03517 2.07115 -1.15459
C 0.30045 0.05782 1.94187
C -0.37482 -2.10736 1.20252
C -0.40716 -2.97108 0.21012
H 0.19557 -0.42658 0.03601
H -0.13464 -2.70404 -0.80174
H 0.57085 1.07444 1.69847
H -0.72761 -3.98415 0.39799
H 0.16426 -0.25721 2.97040
H 1.30246 2.35924 -0.68128
H -1.72900 1.24627 -1.02848
H -1.09022 2.68473 -0.25945
H -1.28676 2.66066 -2.02560
H -0.67330 -2.29624 2.22165

Force components x, y, z for each atom (eV/Å):
-0.30 -0.09 0.04
-0.87 -0.12 -0.25
0.30 0.05 0.18
0.03 0.00 0.26
0.42 0.25 0.22
-0.12 -0.10 -0.12
0.43 0.14 0.11
0.14 -0.02 -0.02
0.14 0.02 -0.10
-0.12 -0.01 -0.05
0.02 0.05 -0.02
0.07 0.02 -0.01
-0.05 -0.08 -0.19
0.03 0.07 -0.05
-0.15 0.04 -0.07
0.04 -0.20 0.06

The following is a quantum chemistry calculation of a structure of composition C4H4INO3, from the OMol25 dataset.

Computed properties:
DFT total energy: -732.9069 a.u.
spin multiplicity: 1
HOMO energy: -9.0 eV
net charge: 0
energy relative to the best compared isomer or geometry (same formula, charge and spin): 2.16 kcal/mol
maximum force: 6.042 eV/A
Kohn-Sham gap: 8.6972 eV

Positions of all 13 atoms, in Å:
I -2.56041 -1.25637 -0.00708
O 0.84876 -0.60926 0.51386
O 0.41401 -0.00916 -1.60399
O -3.01066 1.65076 0.23994
N 0.07981 2.34046 0.39785
C -2.21066 0.80039 0.25521
C 1.63084 -1.70668 -0.04045
C -0.36330 1.28464 0.04244
C 0.32280 0.15831 -0.40353
H 2.60254 -1.38805 0.02794
H 1.20772 -1.78925 -1.03904
H 1.43525 -2.54106 0.63466
H -0.39671 3.06527 0.98218

Force components x, y, z for each atom (eV/Å):
-0.40 -0.75 0.13
0.11 -0.05 0.84
-0.06 -0.16 0.09
-0.30 0.06 0.50
1.37 3.12 1.67
2.85 1.42 -1.12
-3.10 -0.22 0.55
-5.50 -0.31 2.49
1.86 -1.68 -3.09
2.50 0.45 -0.28
0.75 -0.82 -0.09
0.08 -0.05 -0.36
-0.15 -1.00 -1.31

The following is a quantum chemistry calculation of a structure of composition C21H18FeN5OS3, from the OMol25 dataset.

Computed properties:
DFT total energy: -3618.3809 a.u.
spin multiplicity: 6
HOMO energy (spin up / spin down): -6.8 / -7.2 eV
net charge: 0
energy relative to the best compared isomer or geometry (same formula, charge and spin): 15.95 kcal/mol
maximum force: 1.058 eV/A
Kohn-Sham gap (spin up / spin down): 6.5961 / 6.9621 eV

Positions of all 49 atoms, in Å:
Fe -0.40984 1.21362 0.57860
S -0.44570 -1.36847 -0.19148
S -0.05128 0.59295 3.06559
S 2.95200 0.44450 3.35792
O -0.41377 2.90542 0.84367
N -0.07778 -3.91052 0.68864
N -2.61657 1.15308 0.35740
N 0.18082 -2.43927 2.23706
N -0.80800 1.55773 -1.57756
N 1.76358 0.95051 1.12378
C 5.88320 0.83727 0.58144
C 1.51664 0.70255 2.37995
C 3.94025 0.66763 1.94841
C 3.11715 0.93332 0.84495
C 5.32259 0.61962 1.82660
C -2.45436 2.01348 -3.22421
C -0.33732 -4.49148 -0.61289
C -1.46807 2.21112 -4.17347
C -3.09857 1.45142 -0.84936
C -4.46724 1.54315 -1.07252
C -2.09207 1.68132 -1.92412
C -0.11355 -2.58135 0.93208
C -5.33748 1.31882 -0.02071
C 0.40739 -3.66747 2.81795
C -0.14148 2.07940 -3.80330
C 5.07120 1.10303 -0.52401
C -4.82387 1.01406 1.22738
C -3.44872 0.94345 1.36858
C 0.24517 -4.59346 1.85180
C 0.13763 1.75155 -2.48891
C 3.69668 1.15492 -0.40050
H -5.46676 0.83766 2.07772
H -3.49193 2.11887 -3.50049
H 0.20752 -1.50384 2.67724
H 3.07393 1.36670 -1.25926
H -6.40581 1.38731 -0.17668
H 0.32946 -5.66440 1.87824
H 6.95810 0.80419 0.46474
H 5.94591 0.41776 2.68787
H 0.66339 2.22797 -4.50853
H 1.15688 1.64916 -2.13818
H -1.34136 -4.23188 -0.94416
H -2.98367 0.72300 2.32159
H 0.37483 -4.10710 -1.34109
H -1.73564 2.46860 -5.18949
H -4.85844 1.78799 -2.04782
H 0.66065 -3.77738 3.85603
H -0.24078 -5.57116 -0.53518
H 5.52507 1.27467 -1.49130

Force components x, y, z for each atom (eV/Å):
0.06 1.04 0.21
-0.14 -0.06 -0.48
-0.02 -0.01 0.06
-0.03 0.00 -0.05
0.00 -0.09 -0.11
-0.03 -0.11 -0.15
0.12 -0.25 -0.12
0.11 0.07 0.06
-0.13 -0.43 -0.04
-0.23 -0.32 0.03
-0.02 0.01 -0.04
0.31 -0.05 0.38
-0.02 0.02 0.01
0.03 0.06 -0.03
0.02 -0.01 0.02
-0.01 0.01 0.00
0.01 -0.02 0.02
0.00 0.01 -0.01
-0.07 0.01 -0.02
0.01 0.02 -0.01
-0.01 0.02 -0.07
0.10 0.14 0.25
-0.01 0.00 0.01
-0.02 0.00 -0.01
0.03 0.01 0.02
0.05 0.00 0.01
0.02 0.01 0.03
0.00 0.03 0.05
-0.01 0.04 -0.01
0.05 0.05 0.05
0.01 0.00 -0.10
0.00 0.00 0.00
-0.01 0.00 0.00
-0.12 -0.17 0.03
0.00 -0.01 0.04
-0.01 0.00 0.00
0.00 0.00 -0.01
0.01 0.00 0.00
0.01 0.00 0.00
0.00 0.00 -0.01
-0.04 -0.02 -0.03
0.00 0.00 0.00
-0.01 -0.02 0.00
0.00 0.00 0.00
0.00 0.00 -0.01
0.00 0.00 -0.01
0.00 0.02 0.01
0.00 -0.01 0.00
0.01 0.00 0.00

The following is a quantum chemistry calculation of an isolated molecule of C2H4O2, from the OMol25 dataset.

Computed properties:
DFT total energy: -229.0472 a.u.
spin multiplicity: 1
HOMO energy: -10.5 eV
net charge: 0
energy relative to the best compared isomer or geometry (same formula, charge and spin): 37.24 kcal/mol
maximum force: 3.356 eV/A
SMILES: O=CCO
Kohn-Sham gap: 11.3710 eV

Positions of all 8 atoms, in Å:
O -0.98482 -0.76958 -0.68628
O -0.68420 1.50879 0.30845
C 0.26888 -0.56793 -0.21513
C 0.30826 0.79594 0.35797
H 1.26274 1.05554 0.83284
H -1.62568 -0.04171 -0.33524
H 0.34446 -1.19795 0.65036
H 1.11035 -0.78309 -0.91296

Force components x, y, z for each atom (eV/Å):
-3.14 0.35 -1.12
1.45 -0.46 0.54
-0.06 0.43 0.52
-0.45 1.08 -0.29
-0.07 0.59 0.20
1.97 -1.46 -0.89
0.98 -0.73 0.82
-0.69 0.19 0.22

Question: DFT total energy of number 4 (C2H4O2)?
Answer: -229.0472 a.u.